A) This record from the OMol25 dataset describes an isolated molecule of C3HNO3. The level of theory is ωB97M-V/def2-TZVPD.

```
! wB97M-V def2-TZVPD RIJCOSX def2/J DEFGRID3
* xyz 0 1
C 0.587 0.291 -0.157
C -0.164 -0.959 0.216
O 1.777 0.758 0.117
C -1.514 0.358 0.057
O -0.390 1.204 -0.158
O -0.057 -2.118 0.024
N -2.692 0.364 0.013
H 2.453 0.102 -0.112
*
```

Calculated values
M	99.045	g/mol
HOMO level (spin up / spin down)	-0.3262 / -0.3346	Eh



B) This record from the OMol25 dataset describes an isolated molecule of C3HNO3. The level of theory is ωB97M-V/def2-TZVPD.

```
! wB97M-V def2-TZVPD RIJCOSX def2/J DEFGRID3
* xyz 0 1
O 1.892 0.838 0.062
C 0.597 0.518 -0.027
C -0.427 0.468 -0.951
N -1.136 -0.812 -0.819
O -0.979 -1.134 0.572
C 0.109 -0.316 1.000
O 0.475 -0.670 2.090
H -0.530 1.108 -1.928
*
```

Calculated values
structure (SMILES)	O=C1C=NOC1=O
M	99.045	g/mol
HOMO level	-0.4007	Eh



C) This record from the OMol25 dataset describes a 2-piece molecular cluster, C3HNO3 overall. The level of theory is ωB97M-V/def2-TZVPD.

```
! wB97M-V def2-TZVPD RIJCOSX def2/J DEFGRID3
* xyz 0 1
C 0.731 0.933 -1.495
C -0.237 -0.088 -1.813
C 1.980 2.522 1.590
N -0.582 0.982 -0.973
O 1.809 1.430 -1.369
O -0.457 -1.159 -2.280
O 2.986 2.864 1.207
H -1.329 1.319 -0.281
*
```

Calculated values
M	99.045	g/mol
HOMO level	-0.3856	Eh



What is the stability order? It is C), A), B), from most stable to least stable.



A) This record from the OMol25 dataset describes an isolated molecule of C8H16N2. The level of theory is ωB97M-V/def2-TZVPD.

```
! wB97M-V def2-TZVPD RIJCOSX def2/J DEFGRID3
* xyz 0 1
C -1.443 -2.242 1.947
C -0.135 -1.568 1.894
C 0.650 -1.910 0.631
C 0.113 -1.627 -0.758
N -0.096 -0.177 -1.113
C -1.220 0.485 -0.478
C -0.873 1.793 -0.460
N 0.423 1.981 -0.985
C 1.234 3.044 -0.366
C 1.085 0.699 -1.015
H -1.941 -2.048 2.885
H -2.080 -1.997 1.120
H -1.265 -3.318 1.907
H 0.415 -1.821 2.811
H -0.336 -0.496 1.887
H 1.641 -1.444 0.693
H 0.806 -2.977 0.628
H -0.853 -2.104 -0.945
H 0.829 -2.050 -1.496
H -2.128 -0.049 -0.248
H -1.519 2.654 -0.270
H 1.556 2.745 0.631
H 0.647 3.961 -0.340
H 2.098 3.199 -1.012
H 1.609 0.484 -0.072
H 1.768 0.592 -1.864
*
```

Calculated values
structure (SMILES)	CCCCN1C=CN(C)C1
M	140.230	g/mol
HOMO level	-0.2522	Eh



B) This record from the OMol25 dataset describes a 2-piece molecular cluster, C8H16N2 overall. The level of theory is ωB97M-V/def2-TZVPD.

```
! wB97M-V def2-TZVPD RIJCOSX def2/J DEFGRID3
* xyz 0 1
C 0.042 -2.728 -1.106
C 1.174 -1.903 -0.579
C 1.033 -1.275 0.780
C 1.630 -0.203 1.382
N 1.164 -0.264 2.737
C 0.265 -1.275 2.815
N 0.126 -1.902 1.692
H -0.543 -3.191 -0.329
H 0.529 -3.288 -1.890
H -0.714 -2.195 -1.750
H 2.060 -2.532 -0.528
H 1.272 -1.042 -1.293
H 2.057 0.679 0.937
H 1.248 0.629 3.198
H -0.283 -1.503 3.722
C -1.711 1.159 -1.610
C -1.046 2.494 -1.231
C -0.190 2.431 0.018
H -2.758 1.441 -1.871
H -1.810 0.469 -0.768
H -1.191 0.696 -2.444
H -0.525 2.942 -2.082
H -1.890 3.222 -0.903
H 0.641 1.694 0.030
H 0.248 3.452 0.254
H -0.831 1.992 0.818
*
```

Calculated values
structure (SMILES)	CCc1c[nH]cn1.CCC
M	140.230	g/mol
HOMO level	-0.3203	Eh



C) This record from the OMol25 dataset describes an isolated molecule of C8H16N2. The level of theory is ωB97M-V/def2-TZVPD.

```
! wB97M-V def2-TZVPD RIJCOSX def2/J DEFGRID3
* xyz 0 1
C -2.114 -1.531 -0.859
C -1.395 1.312 -1.265
N -0.806 -0.966 -0.524
C -0.816 0.437 -0.159
N -1.461 0.691 1.073
H -0.408 -1.486 0.250
H -1.609 1.685 1.219
H -2.885 -1.318 -0.108
H -2.450 -1.150 -1.824
H -2.006 -2.612 -0.951
H -1.158 2.360 -1.079
H -0.961 1.025 -2.221
H -2.479 1.202 -1.311
C 2.627 -0.962 0.822
C 1.465 -0.165 1.311
C 0.833 0.891 -0.018
C 0.838 -0.107 2.413
C 1.542 0.846 -1.195
H 0.803 1.874 0.448
H 3.383 -0.282 0.415
H 3.063 -1.557 1.625
H 2.325 -1.624 0.009
H -0.862 0.333 1.871
H 0.848 -0.534 3.397
H 1.616 -0.072 -1.760
H 2.067 1.710 -1.579
*
```

Calculated values
M	140.230	g/mol
HOMO level (spin up / spin down)	-0.2961 / -0.2810	Eh



What is the stability order? It is B), A), C), from most stable to least stable.



A) This record from the OMol25 dataset describes a 2-piece molecular cluster, C3H2S2 overall. The level of theory is ωB97M-V/def2-TZVPD.

```
! wB97M-V def2-TZVPD RIJCOSX def2/J DEFGRID3
* xyz 0 1
C -0.309 0.727 0.436
C 0.671 0.576 -0.579
C -0.869 -0.276 -0.359
S -1.073 -2.494 1.438
S -0.293 0.229 -1.968
H 0.050 0.861 1.453
H 1.822 0.376 -0.422
*
```

Calculated values
M	102.183	g/mol
HOMO level (spin up / spin down)	-0.3302 / -0.3313	Eh



B) This record from the OMol25 dataset describes an isolated molecule of C3H2S2. The level of theory is ωB97M-V/def2-TZVPD.

```
! wB97M-V def2-TZVPD RIJCOSX def2/J DEFGRID3
* xyz 0 1
S -2.363 -0.317 1.448
C -1.034 -0.331 0.642
C 0.067 -0.493 0.014
C 0.868 0.514 -0.551
S 0.553 2.063 -0.142
H 0.199 -1.542 -0.126
H 1.711 0.107 -1.286
*
```

Calculated values
structure (SMILES)	S=C=CC=S
M	102.183	g/mol
HOMO level	-0.3215	Eh



What is the stability order? It is B), A), from most stable to least stable.



A) This record from the OMol25 dataset describes a 2-piece molecular cluster, C6H8N2O2 overall. The level of theory is ωB97M-V/def2-TZVPD.

```
! wB97M-V def2-TZVPD RIJCOSX def2/J DEFGRID3
* xyz 0 1
O -3.317 -1.456 -0.876
C -2.458 -0.861 -0.382
C -1.421 -1.282 0.515
C -0.655 -0.423 1.123
N -0.603 0.948 0.960
C -1.501 1.528 0.055
O -1.142 2.632 -0.460
N -2.559 0.685 -0.366
H -1.183 -2.291 0.766
H 0.006 -0.724 1.846
H 0.175 1.379 1.187
H -3.051 1.326 -1.012
C 3.574 -0.492 -0.404
C 2.404 -0.110 -0.845
H 4.358 0.338 -0.194
H 3.785 -1.509 0.083
H 1.996 1.017 -0.983
H 1.593 -0.706 -1.014
*
```

Calculated values
structure (SMILES)	O=c1cc[nH]c(=O)[nH]1.C=C
M	140.142	g/mol
HOMO level	-0.3618	Eh



B) This record from the OMol25 dataset describes an isolated molecule of C6H8N2O2. The level of theory is ωB97M-V/def2-TZVPD.

```
! wB97M-V def2-TZVPD RIJCOSX def2/J DEFGRID3
* xyz 0 1
C -0.025 2.452 0.384
O -0.616 1.315 0.945
C -0.113 0.121 0.466
C 0.780 -0.567 1.524
O 1.522 -1.465 1.233
C -1.337 -0.830 0.078
N -0.960 -1.949 -0.700
C 0.134 -1.955 -1.287
C 0.922 -0.748 -1.388
N 0.679 0.264 -0.688
H -0.424 3.172 1.050
H -0.405 2.588 -0.631
H 1.010 2.263 0.329
H 0.822 -0.048 2.596
H -1.860 -1.119 0.896
H -1.826 -0.209 -0.704
H 0.336 -2.781 -1.826
H 1.360 -0.504 -2.279
*
```

Calculated values
structure (SMILES)	CO[C@@]1(C=O)CN=CC=N1
M	140.142	g/mol
HOMO level	-0.3372	Eh



C) This record from the OMol25 dataset describes an isolated molecule of C6H8N2O2. The level of theory is ωB97M-V/def2-TZVPD.

```
! wB97M-V def2-TZVPD RIJCOSX def2/J DEFGRID3
* xyz 0 1
C 1.237 0.687 -0.317
C 2.355 -0.101 -0.318
C 0.033 -0.044 -0.908
C -0.384 -1.038 0.080
C -1.581 -1.120 0.661
C -2.667 -0.196 0.477
N 1.367 1.968 -0.222
N 3.273 -0.682 0.079
O 4.133 -1.339 0.531
O 2.420 2.551 0.163
H -0.897 0.677 -0.932
H 0.267 -0.519 -1.874
H 0.566 2.678 -0.391
H 0.359 -1.783 0.351
H -1.809 -1.877 1.417
H -2.433 0.699 1.000
H -3.575 -0.663 0.784
H -2.664 0.103 -0.582
*
```

Calculated values
M	140.142	g/mol
HOMO level (spin up / spin down)	-0.3164 / -0.3165	Eh



D) This record from the OMol25 dataset describes a 2-piece molecular cluster, C6H8N2O2 overall. The level of theory is ωB97M-V/def2-TZVPD.

```
! wB97M-V def2-TZVPD RIJCOSX def2/J DEFGRID3
* xyz 0 1
N -1.177 -0.941 2.455
C -0.606 -0.590 1.509
C 0.156 -0.225 0.340
C 0.797 0.951 0.299
C 1.597 1.393 -0.875
N 1.598 0.440 -1.963
C 0.990 -0.752 -2.005
O 1.061 -1.484 -2.999
C 0.196 -1.209 -0.801
H 0.759 1.643 1.140
H 1.205 2.359 -1.231
H 2.632 1.585 -0.548
H 2.122 0.690 -2.799
H -0.819 -1.440 -1.156
H 0.631 -2.167 -0.477
O -4.045 0.031 3.208
H -3.767 0.190 2.285
H -3.330 -0.473 3.618
*
```

Calculated values
structure (SMILES)	N#CC1=CCNC(=O)C1.O
M	140.142	g/mol
HOMO level	-0.3773	Eh



What is the stability order? It is D), A), B), C), from most stable to least stable.